(1)
A 8-piece molecular cluster, C51H50ClIN4O15P overall at a distorted geometry. Source: the OMol25 dataset; level of theory: ωB97M-V/def2-TZVPD.

The geometry in XYZ format:
```
123
Properties=species:S:1:pos:R:3:forces:R:3
C 4.77288 -3.50326 2.60804 0.6 -0.1 -0.7
O 3.60642 -2.73655 2.13538 -0.9 -0.1 2.0
C 2.76146 -2.28516 3.25151 1.4 0.2 0.5
N 1.65999 -1.36459 2.68476 -1.5 -2.7 -0.4
P 1.90971 0.38416 2.92258 -0.1 3.3 -3.1
N 2.11812 1.14463 1.50019 0.4 -1.1 2.8
C 0.56033 -1.93749 2.03263 0.0 0.8 0.8
N 0.63440 -3.47525 1.92763 -0.6 2.7 -1.6
C 0.81317 -3.80085 0.43080 1.0 0.5 -1.3
C 0.97901 -5.40710 0.12958 1.1 -0.1 0.7
C 0.87469 -6.36395 1.45999 0.0 -0.6 -0.6
Cl -0.27471 -5.90049 -1.19122 1.1 0.5 1.4
N -0.54098 -1.08559 1.44940 1.8 -3.9 2.8
C -1.87746 -1.82417 1.38614 -1.7 0.7 -0.5
C -2.71171 -1.57310 2.77638 -1.7 1.0 -1.1
C -4.36276 -1.77490 2.60252 0.5 0.9 1.0
I -2.08899 -2.83415 4.46398 0.1 0.5 -0.8
H 4.43534 -4.21997 3.47064 0.9 1.3 -1.6
H 5.18058 -4.09523 1.65478 -1.1 1.2 2.3
H 5.62306 -2.74943 2.90349 -1.7 -1.5 -0.2
H 2.33306 -3.14520 3.92673 0.5 1.5 -1.7
H 3.43216 -1.61517 3.97652 -1.5 -1.2 -1.6
H 0.70380 0.88316 3.59429 1.0 -1.3 -0.4
H 3.00115 0.58274 3.85715 -0.9 -0.8 -0.3
H 3.04828 1.61571 1.54398 -0.7 -0.5 -0.2
H -0.25254 -3.91546 2.25512 0.6 0.9 -0.2
H -0.05080 -3.31521 -0.20509 1.6 -1.3 1.1
H 1.82474 -3.28186 0.07442 -2.2 -1.0 0.9
H 2.04048 -5.60362 -0.36903 -2.5 0.5 1.0
H 0.78634 -7.49384 1.09210 0.2 2.6 0.8
H 1.87520 -6.28744 2.08973 -2.2 0.1 -1.3
H -0.07130 -6.12798 2.11675 1.9 -0.4 -1.3
H -0.75046 -0.23249 2.01174 0.9 -0.5 -0.7
H -1.79375 -2.94080 1.04887 0.0 2.2 0.9
H -2.49578 -1.27240 0.52672 1.2 -1.2 1.9
H -2.59516 -0.44632 3.15303 0.1 -2.5 -0.9
H -4.68343 -2.90075 2.57574 0.7 2.3 -0.2
H -4.76785 -1.13124 1.70271 1.1 -1.7 1.7
H -4.82185 -1.26929 3.58169 0.9 -1.3 -2.2
C 4.98898 4.80192 -0.85952 -0.4 0.0 0.3
C 4.49442 4.21664 0.23555 -0.1 0.3 -0.3
C 5.24705 3.16597 0.94888 0.1 -0.2 0.2
O 4.79428 2.62833 1.95011 0.1 0.1 -0.3
C 6.56731 2.78849 0.40646 0.1 0.1 -0.2
C 7.06188 3.37377 -0.68862 0.2 -0.2 0.5
C 6.30924 4.42444 -1.40195 0.4 0.3 -0.7
O 6.76202 4.96208 -2.40317 -0.3 -0.3 0.7
H 4.44966 5.57365 -1.39506 0.0 0.0 0.0
H 3.52788 4.48294 0.64628 0.0 0.0 0.0
H 7.10664 2.01676 0.94200 0.0 0.0 0.0
H 8.02842 3.10747 -1.09934 -0.2 0.0 0.0
C -1.19818 -8.09991 -3.81987 -0.3 0.2 0.4
C -2.38768 -7.69200 -3.36708 0.5 -0.1 0.0
C -3.59912 -7.78378 -4.20566 -0.9 0.3 0.3
O -4.68789 -7.40882 -3.79277 0.7 -0.2 -0.2
C -3.44552 -8.34497 -5.56260 0.3 -0.2 -0.3
C -2.25602 -8.75288 -6.01539 -0.5 0.1 -0.1
C -1.04459 -8.66110 -5.17681 0.9 -0.3 -0.4
O 0.04419 -9.03606 -5.58971 -0.7 0.3 0.3
H -0.29966 -8.03890 -3.21805 0.0 0.0 0.0
H -2.51689 -7.27880 -2.37391 -0.1 0.0 0.0
H -4.34404 -8.40598 -6.16442 0.0 0.0 0.0
H -2.12682 -9.16608 -7.00857 0.0 0.0 0.0
C 1.09815 0.90741 8.40757 0.3 -0.2 -0.5
C 1.06101 0.97660 7.07334 0.1 -0.1 0.4
C 0.03747 1.78000 6.37611 -0.1 0.1 -0.2
O 0.00151 1.84229 5.15491 -0.1 0.1 0.5
C -0.94186 2.50485 7.20996 -0.1 0.1 0.3
C -0.90472 2.43566 8.54419 -0.2 0.2 -0.4
C 0.11882 1.63226 9.24142 0.0 0.0 1.2
O 0.15478 1.56997 10.46262 0.0 0.0 -1.1
H 1.84174 0.32221 8.93469 0.0 0.0 0.0
H 1.77273 0.45135 6.44773 0.0 0.0 0.0
H -1.68545 3.09005 6.68284 0.0 0.0 0.0
H -1.61644 2.96091 9.16980 0.0 0.0 0.0
C -7.92150 2.58048 0.79589 0.2 -0.2 0.4
C -7.48723 1.55956 1.54117 -0.1 0.4 0.0
C -7.25633 0.22546 0.95289 0.1 -0.5 0.3
O -6.86076 -0.71005 1.63469 -0.4 0.6 -0.4
C -7.52220 0.06378 -0.49036 -0.1 0.2 -0.4
C -7.95647 1.08470 -1.23564 0.1 -0.4 0.0
C -8.18738 2.41880 -0.64736 -0.3 0.6 -0.5
O -8.58294 3.35431 -1.32917 0.3 -0.6 0.5
H -8.09665 3.56517 1.21177 0.0 0.0 0.0
H -7.28692 1.66230 2.60095 0.0 0.0 0.0
H -7.34705 -0.92091 -0.90625 0.0 0.0 0.0
H -8.15678 0.98196 -2.29542 0.0 0.0 0.0
C -4.88775 7.46257 -2.47231 0.0 0.5 0.0
C -5.49045 8.54755 -1.97643 0.4 -0.2 -0.3
C -6.73082 8.43970 -1.18330 -0.5 0.8 0.4
O -7.28423 9.43239 -0.73073 0.4 -0.7 -0.3
C -7.27814 7.08709 -0.95814 0.1 -0.5 -0.1
C -6.67544 6.00211 -1.45402 -0.3 0.1 0.3
C -5.43507 6.10996 -2.24715 0.3 -0.6 -0.3
O -4.88166 5.11727 -2.69972 -0.3 0.5 0.3
H -3.97784 7.52413 -3.05672 0.0 0.0 0.0
H -5.10107 9.54652 -2.13220 0.0 0.0 0.0
H -8.18805 7.02553 -0.37373 0.0 0.0 0.0
H -7.06482 5.00315 -1.29825 0.0 0.1 -0.1
C 10.55435 1.39120 -4.18634 0.3 -0.1 -0.3
C 11.32220 1.75195 -5.21911 -0.1 -0.4 0.3
C 11.24081 3.10773 -5.79742 0.6 0.4 -0.8
O 11.94179 3.43814 -6.74397 -0.5 -0.3 0.7
C 10.27976 4.04937 -5.18956 -0.3 0.1 0.3
C 9.51191 3.68862 -4.15680 0.1 0.3 -0.2
C 9.59330 2.33284 -3.57848 -0.3 -0.1 0.3
O 8.89232 2.00244 -2.63193 0.5 0.0 -0.5
H 10.60104 0.40060 -3.75072 0.0 0.0 0.0
H 12.03250 1.07304 -5.67559 0.0 0.1 0.0
H 10.23307 5.03998 -5.62519 0.0 0.0 0.0
H 8.80161 4.36753 -3.70031 0.0 0.0 0.0
C -2.39186 0.84858 -4.27504 -0.4 0.1 0.3
C -3.14279 0.68218 -3.18199 0.0 0.1 -0.3
C -2.68936 -0.16737 -2.06312 -0.2 0.0 0.2
O -3.37690 -0.32184 -1.06315 0.2 0.1 -0.3
C -1.37402 -0.82423 -2.19816 0.3 0.0 -0.3
C -0.62310 -0.65783 -3.29121 0.0 -0.3 0.5
C -1.07653 0.19173 -4.41008 0.6 0.2 -1.0
O -0.38899 0.34619 -5.41005 -0.5 -0.2 0.9
H -2.70988 1.46766 -5.10501 0.0 0.0 0.0
H -4.10950 1.15775 -3.06751 0.0 0.0 0.0
H -1.05600 -1.44331 -1.36819 0.0 0.0 0.0
H 0.34362 -1.13340 -3.40570 0.0 0.0 0.0
```
Positions in Å, forces in eV/Å.

As for the charge: +1. As for the HOMO energy: -11.489 eV. The HOMO-LUMO gap is 7.52 eV. Its largest force on an atom is 0.0996 hartree/bohr. As for the total energy: -120262.2999 eV.



(2)
C34H51AlBN8O5P2 as an isolated structure at a distorted geometry. Source: the OMol25 dataset; level of theory: ωB97M-V/def2-TZVPD.

The geometry in XYZ format:
```
102
Properties=species:S:1:pos:R:3:forces:R:3
C 2.97573 -2.21250 1.42329 0.2 0.0 -0.6
O 2.46924 -2.47454 0.11649 -0.3 -0.7 0.6
B 1.10851 -2.19907 -0.08355 0.2 0.6 -0.1
O 0.40072 -3.16418 -0.75636 -0.3 -0.7 0.2
Al 0.26549 -0.38079 0.67450 0.6 -0.1 0.1
C 1.53457 1.18098 0.58688 -0.3 -0.2 0.0
P -1.83536 0.18669 -0.30227 -0.4 1.3 0.3
P -3.15029 -1.22076 0.65144 0.9 0.0 -0.9
O -2.88969 -2.59956 0.28503 -0.1 -1.6 -0.4
O -2.99244 -0.99289 2.21430 0.2 1.0 0.4
O -4.66950 -0.80326 0.35817 -0.6 0.0 0.5
H 2.19708 -2.06731 2.16038 -0.3 0.1 0.1
H 3.62355 -1.34464 1.40986 0.2 0.2 0.0
H 3.54197 -3.08652 1.71514 0.3 -0.2 0.2
H 0.53361 -4.02606 -0.32134 0.1 0.3 -0.6
H -0.08964 -0.67073 2.24569 -0.4 0.1 0.1
H 1.04611 2.14091 0.46980 -0.2 0.4 -0.1
H 2.07355 1.22795 1.52723 0.2 0.0 0.4
H 2.28799 1.09677 -0.18689 0.2 -0.1 -0.4
H -1.84926 -0.16341 -1.66498 -0.1 -0.6 0.1
H -2.06545 -0.72163 2.38891 0.0 -0.3 0.3
H -5.22397 -1.45343 0.83309 0.0 0.3 -0.4
N -2.18450 3.54092 -1.13834 0.2 0.0 -0.1
C -3.34689 3.97545 -0.57378 0.0 0.0 0.0
C -3.68196 5.16914 -1.16428 0.0 0.0 -0.1
C -2.67687 5.45940 -2.12699 0.0 0.0 0.0
C -1.76708 4.43312 -2.08255 0.0 0.0 0.0
H -1.71385 2.67854 -0.88746 -0.2 0.0 0.1
H -3.83492 3.40090 0.19475 0.0 0.0 0.0
H -4.55069 5.76258 -0.93367 0.0 0.0 0.0
H -2.63042 6.31507 -2.77977 0.0 0.0 0.0
H -0.86897 4.25791 -2.64888 0.0 0.0 0.0
N -6.42048 1.47766 1.24361 -0.1 0.1 0.0
C -5.74239 1.62273 2.41885 0.1 0.0 0.0
C -6.63326 2.05183 3.36769 0.0 0.0 0.0
C -7.90165 2.16499 2.73647 0.0 0.0 0.0
C -7.73519 1.80169 1.42578 0.0 0.0 -0.1
H -6.00683 1.16956 0.38107 0.1 -0.1 0.0
H -4.68969 1.40560 2.47994 0.0 -0.1 0.0
H -6.40163 2.25790 4.39884 0.0 0.0 0.0
H -8.82747 2.47498 3.19121 0.0 0.0 0.0
H -8.43715 1.74637 0.61202 0.0 0.0 0.0
N 1.17187 -6.85653 0.80130 -0.1 0.0 0.0
C 0.90827 -8.01931 1.47073 0.0 0.0 0.0
C 1.51663 -7.94140 2.69496 0.0 0.0 0.0
C 2.17184 -6.68123 2.76428 0.0 0.0 0.0
C 1.94016 -6.03647 1.57967 0.0 0.1 -0.1
H 0.84797 -6.63765 -0.12337 -0.1 0.0 0.0
H 0.31467 -8.79598 1.02161 0.0 0.0 0.0
H 1.49459 -8.70223 3.45647 0.0 0.0 0.0
H 2.74633 -6.29371 3.58805 0.0 0.0 0.0
H 2.25100 -5.06767 1.22221 0.0 0.0 0.0
N 3.58983 -6.38469 -2.71328 0.0 0.0 0.0
C 3.08533 -7.41663 -1.97337 0.0 0.1 0.0
C 3.17790 -8.55777 -2.72550 0.0 0.0 0.0
C 3.76729 -8.19786 -3.96738 0.0 0.0 0.0
C 4.01001 -6.84976 -3.92654 0.0 0.0 0.0
H 3.63997 -5.42818 -2.40963 0.0 0.0 0.0
H 2.70415 -7.24675 -0.98149 0.1 -0.1 0.0
H 2.86050 -9.53983 -2.41888 0.0 0.0 0.0
H 3.98688 -8.85258 -4.79397 0.0 0.0 0.0
H 4.44462 -6.18534 -4.65295 0.0 0.0 0.0
N 3.38333 4.07753 2.82858 0.0 0.0 0.0
C 4.19415 3.25700 3.55960 0.0 0.0 -0.1
C 4.05693 3.59767 4.87853 0.0 0.0 0.0
C 3.12108 4.66558 4.94247 0.0 0.0 0.1
C 2.72272 4.93572 3.66074 0.0 0.0 -0.1
H 3.28311 4.04514 1.83053 -0.1 -0.1 0.0
H 4.79430 2.50309 3.08147 0.0 0.0 0.0
H 4.56711 3.13138 5.70430 0.0 0.0 0.0
H 2.77712 5.17452 5.82728 0.0 0.0 0.0
H 2.02816 5.66027 3.27358 0.0 0.0 0.0
N 1.96549 7.18375 8.24161 0.0 0.0 0.0
C 0.77678 7.62404 8.75507 0.0 0.0 0.0
C 0.45097 8.78859 8.11430 0.0 0.0 0.0
C 1.48324 9.05849 7.17474 0.0 0.0 0.0
C 2.40173 8.04931 7.27735 0.0 0.0 0.0
H 2.44463 6.35071 8.52771 0.0 0.0 0.0
H 0.26719 7.07331 9.52594 0.0 0.0 0.0
H -0.43033 9.37974 8.29545 0.0 0.0 0.0
H 1.54233 9.89531 6.50020 0.0 0.0 0.0
H 3.32195 7.87130 6.74868 0.0 0.0 0.0
N 4.55196 -5.23712 -7.68477 0.0 0.0 0.0
C 3.43661 -4.71580 -7.08800 0.0 0.0 0.0
C 3.15287 -3.52479 -7.69834 0.0 0.0 0.0
C 4.13599 -3.32067 -8.70496 0.0 0.0 0.0
C 4.98425 -4.39452 -8.67232 0.0 0.0 0.0
H 4.98654 -6.10557 -7.43524 0.0 0.0 0.0
H 2.94214 -5.23632 -6.28631 0.0 0.0 0.0
H 2.33321 -2.87243 -7.45121 0.0 0.0 0.0
H 4.21093 -2.48132 -9.37502 0.0 0.0 0.0
H 5.85214 -4.63015 -9.26287 0.0 0.0 0.0
N -4.06523 2.84541 -4.00883 0.0 0.0 0.1
C -3.94095 1.64661 -4.64870 0.0 0.0 0.1
C -4.40419 1.80258 -5.92940 0.0 0.0 0.0
C -4.82195 3.15446 -6.06286 0.0 0.0 0.0
C -4.59647 3.76963 -4.85839 0.0 0.0 0.0
H -3.80166 3.02525 -3.05299 0.0 0.1 0.0
H -3.53569 0.78806 -4.14144 0.0 0.0 0.0
H -4.43847 1.03496 -6.68392 0.0 0.0 0.0
H -5.23773 3.62124 -6.94005 0.0 0.0 0.0
H -4.76666 4.78127 -4.53470 0.0 0.0 0.0
```
Positions in Å, forces in eV/Å.

As for the charge: -1. As for the HOMO energy: -5.185 eV. The HOMO-LUMO gap is 7.32 eV. Its largest force on an atom is 0.0327 hartree/bohr. As for the total energy: -84099.0349 eV.



(3)
C10H15Cl3N2O9RuS2 as an isolated structure. Source: the OMol25 dataset; level of theory: ωB97M-V/def2-TZVPD.

The geometry in XYZ format:
```
42
Properties=species:S:1:pos:R:3:forces:R:3
Ru 1.10255 -0.15277 0.21306 -0.2 0.2 -0.2
O -0.72523 -2.56730 -2.53669 0.3 0.1 0.1
C -0.08336 -1.83371 -1.86753 -0.7 0.0 -0.2
O -0.27669 -0.75516 -1.25592 0.2 0.3 0.2
C 1.71005 -2.30928 -1.68138 0.8 -0.5 -0.1
O 1.94352 -3.36273 -2.16490 -0.2 0.3 0.1
O 2.29428 -1.37690 -1.10677 -0.1 0.4 0.2
C 3.02619 -2.65302 1.61197 -0.4 0.0 0.1
S 1.30390 -2.36912 1.98439 -0.2 -0.5 0.7
O 1.19943 -0.94908 2.41062 0.2 0.0 -0.4
O 0.88493 -3.31745 2.97278 0.1 0.0 -0.1
O 0.54851 -2.46311 0.70350 0.3 0.2 -0.1
H 3.52311 -2.87638 2.55197 0.0 0.0 0.0
H 3.43616 -1.74867 1.17087 0.1 0.0 -0.1
H 3.08404 -3.49518 0.92650 0.1 0.0 0.0
Cl 2.99889 4.16966 1.24879 0.0 0.0 0.0
C 3.98026 2.87372 0.51679 -0.1 0.0 0.0
Cl 4.72798 3.45678 -0.96513 0.0 0.0 0.0
Cl 5.21608 2.35672 1.65583 0.0 0.0 0.0
C 2.96989 1.73986 0.21175 0.0 0.2 -0.4
O 2.32620 1.78236 -0.84345 -0.1 -0.2 0.0
O 2.79852 0.86531 1.10322 -0.5 -0.3 -0.1
C -3.27913 -0.85427 -0.41905 0.0 -0.2 -0.1
N -2.51776 -0.03074 0.51877 0.1 -0.1 -0.1
C -2.34905 -0.66106 1.83279 0.0 0.1 0.1
C -1.76635 0.99001 0.11585 0.0 0.2 0.1
S -0.34682 1.47262 1.05235 0.2 -0.4 -0.2
N -2.07328 1.69837 -0.96825 0.0 0.0 0.0
C -3.40925 1.74036 -1.54734 -0.2 0.2 0.0
C -1.09247 2.59300 -1.59618 0.1 0.0 0.0
H -3.01309 -1.89643 -0.24283 0.0 0.0 0.0
H -3.02183 -0.62171 -1.44742 0.0 -0.1 0.1
H -4.35227 -0.73750 -0.25974 0.0 0.0 0.0
H -3.27994 -1.16952 2.07909 0.0 0.1 0.0
H -2.13474 0.07935 2.59447 0.0 0.1 0.0
H -1.54338 -1.39303 1.81851 0.1 0.0 -0.1
H -4.14459 1.33444 -0.85910 0.1 0.1 0.0
H -3.45731 1.19872 -2.49377 0.0 0.0 0.0
H -3.66384 2.78295 -1.73684 0.0 0.0 0.0
H -0.14237 2.08664 -1.74424 0.0 0.0 0.0
H -0.91727 3.48186 -0.99171 0.0 0.0 0.0
H -1.48447 2.89139 -2.56566 0.0 0.0 0.0
```
Positions in Å, forces in eV/Å.

As for the charge: 0. As for the HOMO energy (alpha / beta): -9.612 / -9.946 eV. The spin multiplicity is 5. The HOMO-LUMO gap (alpha / beta) is 8.06 / 7.15 eV. Its largest force on an atom is 0.0176 hartree/bohr. As for the total energy: -93839.5387 eV.



(4)
A 2-piece molecular cluster, C6H12 overall at a distorted geometry. Source: the OMol25 dataset; level of theory: ωB97M-V/def2-TZVPD.

The geometry in XYZ format:
```
18
Properties=species:S:1:pos:R:3:forces:R:3
C 2.28167 -0.01687 0.61118 0.2 0.0 0.1
C 0.96854 0.37685 0.03186 0.3 0.8 0.3
C -0.11021 0.65299 0.75375 0.4 -1.3 -0.1
C -1.31983 1.29111 0.21157 0.7 1.8 0.8
H 2.18264 -0.23315 1.67963 0.1 0.0 -0.1
H 2.98959 0.81071 0.49324 0.1 -0.2 0.1
H 2.71778 -0.89525 0.12121 -0.1 0.1 0.0
H 0.93962 0.59185 -1.03796 0.0 -0.1 0.2
H -0.15549 0.51396 1.83229 0.3 -0.2 -0.1
H -0.75068 2.14103 0.67981 -1.8 1.4 -0.4
H -2.28207 1.14333 0.71178 0.4 -0.1 -0.1
H -1.39632 1.54044 -0.84833 0.2 -0.5 0.2
C -1.57521 -1.00722 -1.05836 -0.1 -1.2 -0.5
C -0.42898 -1.55724 -0.66228 -0.8 -1.0 -0.5
H -2.47651 -1.07576 -0.45804 0.2 0.2 0.0
H -1.68053 -0.55919 -2.04122 0.0 -0.1 0.0
H -0.32219 -2.03063 0.31052 -0.1 0.0 -0.2
H 0.41819 -1.68698 -1.33064 -0.1 0.3 0.1
```
Positions in Å, forces in eV/Å.

As for the charge: 0. As for the HOMO energy: -7.980 eV. As for the structure (SMILES): C/C=C/C.C=C. The HOMO-LUMO gap is 9.23 eV. Its largest force on an atom is 0.0446 hartree/bohr. As for the total energy: -6413.3468 eV. As for the energy above the lowest of the compared OMol25 structures with the same formula, charge and spin: 346.8 kJ/mol.